--- 1 ---
Here is a structure of composition C49H57N8O5RbSe from the OMol25 dataset. Energies are from the ωB97M-V functional and the def2-TZVPD basis.

Last column: Löwdin charge in e.
Positions of all 121 atoms, in Å:
1 Rb 0.350 0.763 -1.857  1.0509
2 C 3.903 5.793 1.964  -0.0968
3 C 2.894 4.860 2.637  -0.2052
4 C 2.631 3.626 1.827  -0.1415
5 C 3.453 2.536 1.624  -0.1376
6 C 4.861 2.314 2.095  -0.1938
7 C 5.179 2.726 3.534  -0.1152
8 C 2.742 1.693 0.684  -0.2224
9 N 1.617 2.278 0.273  0.0455
10 C 1.446 3.402 1.023  -0.2515
11 C 0.179 3.950 1.265  0.0669
12 C -1.055 3.379 0.919  -0.2579
13 C -2.292 3.571 1.644  -0.1452
14 C -2.590 4.754 2.517  -0.2070
15 C -2.152 4.567 3.973  -0.0982
16 C -3.080 2.471 1.376  -0.1318
17 C -2.293 1.652 0.475  -0.2214
18 C -2.262 0.292 -0.043  0.0163
19 C -2.233 -1.000 0.423  -0.2288
20 N -1.149 -1.730 -0.080  0.0827
21 C -0.995 -2.794 0.708  -0.2563
22 C 0.234 -3.416 1.027  0.0125
23 C 1.470 -2.745 0.916  -0.2539
24 N 1.706 -1.707 0.122  0.0610
25 C 2.724 -0.944 0.696  -0.1973
26 C 2.787 0.327 0.180  0.0297
27 C 3.239 -1.666 1.863  -0.1246
28 C 2.503 -2.799 1.970  -0.1316
29 C 2.639 -3.889 2.984  -0.2072
30 C 3.179 -5.185 2.377  -0.0977
31 C 4.316 -1.224 2.801  -0.1954
32 C 3.751 -0.393 3.953  -0.0875
33 C -2.158 -2.915 1.614  -0.1401
34 C -2.881 -1.777 1.480  -0.1346
35 C -4.044 -1.378 2.332  -0.1911
36 C -3.575 -0.745 3.642  -0.0913
37 C -2.434 -4.061 2.536  -0.2067
38 C -3.068 -5.246 1.804  -0.0973
39 N -1.157 2.271 0.140  0.0476
40 C -4.521 2.242 1.738  -0.1902
41 C -4.906 2.446 3.204  -0.1095
42 H 4.084 6.690 2.563  0.0622
43 H 3.540 6.100 0.982  0.0768
44 H 4.859 5.288 1.811  0.0598
45 H 1.956 5.402 2.781  0.0916
46 H 3.249 4.602 3.637  0.0916
47 H 5.551 2.844 1.425  0.1106
48 H 5.105 1.261 1.959  0.0768
49 H 5.310 3.805 3.627  0.0507
50 H 6.105 2.256 3.875  0.0663
51 H 4.382 2.430 4.217  0.0640
52 H 0.138 4.777 1.968  0.0891
53 H -3.659 4.983 2.480  0.0956
54 H -2.084 5.633 2.108  0.1031
55 H -2.647 3.705 4.421  0.0572
56 H -2.383 5.449 4.577  0.0628
57 H -1.077 4.386 4.026  0.0664
58 H -1.578 0.318 -0.873  -0.0353
59 H 0.189 -4.213 1.759  0.0720
60 H 2.195 0.315 -0.720  -0.0255
61 H 1.661 -4.085 3.435  0.1028
62 H 3.290 -3.562 3.799  0.0954
63 H 2.510 -5.549 1.596  0.0701
64 H 3.286 -5.967 3.133  0.0601
65 H 4.154 -5.015 1.915  0.0733
66 H 5.068 -0.652 2.256  0.0912
67 H 4.840 -2.099 3.198  0.0999
68 H 3.185 0.457 3.567  0.0713
69 H 4.539 -0.012 4.608  0.0632
70 H 3.064 -0.996 4.550  0.0735
71 H -4.661 -2.257 2.550  0.1022
72 H -4.690 -0.687 1.790  0.0875
73 H -2.997 -1.466 4.224  0.0693
74 H -4.412 -0.398 4.253  0.0628
75 H -2.921 0.104 3.438  0.0747
76 H -3.085 -3.739 3.353  0.0950
77 H -1.500 -4.387 3.002  0.0974
78 H -4.011 -4.948 1.340  0.0702
79 H -3.267 -6.079 2.482  0.0604
80 H -2.407 -5.599 1.011  0.0725
81 H -4.793 1.234 1.426  0.0804
82 H -5.148 2.903 1.125  0.1119
83 H -4.229 1.912 3.869  0.0469
84 H -5.921 2.086 3.393  0.0674
85 H -4.877 3.498 3.487  0.0514
86 O -3.519 0.793 -6.491  0.0909
87 C -4.027 -0.020 -5.588  -0.5268
88 O -5.199 -0.348 -5.594  0.0506
89 C -3.090 -0.555 -4.569  -0.0707
90 C -3.464 -1.478 -3.613  -0.0060
91 N -2.360 -1.787 -2.918  0.0414
92 N -1.285 -1.118 -3.345  0.0316
93 C -1.708 -0.343 -4.334  -0.1616
94 C -0.737 0.640 -4.965  -0.6062
95 O -1.124 1.224 -6.019  -0.0143
96 O 0.350 0.794 -4.390  -0.1594
97 H -2.515 0.962 -6.314  0.0366
98 H -4.428 -1.905 -3.398  0.1323
99 H -2.259 -2.289 -2.041  0.1416
100 O 1.202 -2.748 -2.385  -0.0920
101 H 1.454 -2.387 -1.496  0.0180
102 H 0.360 -2.296 -2.542  -0.0003
103 C 2.032 0.702 -7.048  -0.0328
104 N 1.835 -0.489 -6.254  -0.0750
105 C 2.626 -0.894 -5.226  -0.7866
106 Se 4.282 -0.245 -4.745  0.5002
107 N 1.978 -1.908 -4.605  0.1135
108 C 0.752 -2.127 -5.202  -0.1889
109 C -0.280 -2.999 -4.895  -0.0328
110 C -1.411 -2.936 -5.695  -0.0997
111 C -1.504 -2.033 -6.758  -0.0879
112 C -0.468 -1.162 -7.060  -0.0174
113 C 0.664 -1.232 -6.263  -0.1854
114 H 1.224 1.403 -6.831  0.0868
115 H 2.046 0.449 -8.110  0.0891
116 H 2.988 1.134 -6.762  0.0355
117 H 2.159 -2.191 -3.638  0.1001
118 H -0.212 -3.661 -4.042  0.1111
119 H -2.254 -3.578 -5.472  0.1032
120 H -2.418 -1.985 -7.335  0.1091
121 H -0.565 -0.417 -7.838  0.1196

As for the spin multiplicity: 1. As for the HOMO-LUMO gap: 5.3186 eV. Its net charge is -2.

---

--- 2 ---
Here is a structure of composition C49H57N8O5RbSe from the OMol25 dataset. Energies are from the ωB97M-V functional and the def2-TZVPD basis.

Last column: Löwdin charge in e.
Positions of all 121 atoms, in Å:
1 Rb 0.268 -0.986 0.314  0.8476
2 C -4.317 3.862 0.464  -0.0958
3 C -2.999 4.408 -0.091  -0.2021
4 C -1.830 3.523 0.214  -0.1418
5 C -0.889 3.690 1.180  -0.1445
6 C -0.739 4.834 2.134  -0.2065
7 C 0.238 5.901 1.630  -0.0972
8 C 0.039 2.567 1.035  -0.2569
9 N -0.386 1.734 0.056  0.0516
10 C -1.484 2.281 -0.483  -0.2481
11 C -2.164 1.781 -1.614  0.0249
12 C -1.828 0.674 -2.391  -0.2566
13 C -2.485 0.292 -3.652  -0.1396
14 C -3.578 1.034 -4.365  -0.1930
15 C -4.997 0.555 -4.047  -0.0982
16 C -1.827 -0.805 -4.099  -0.1433
17 C -0.742 -1.051 -3.137  -0.2638
18 C 0.301 -1.961 -3.366  0.0230
19 C 1.569 -1.996 -2.757  -0.2712
20 N 1.956 -1.207 -1.747  0.0106
21 C 3.268 -1.447 -1.518  -0.2536
22 C 4.024 -0.825 -0.529  0.0472
23 C 3.604 0.165 0.389  -0.2605
24 N 2.374 0.707 0.414  0.0221
25 C 2.348 1.617 1.412  -0.3021
26 C 1.259 2.459 1.704  0.0399
27 C 3.640 1.648 2.094  -0.1785
28 C 4.429 0.739 1.445  -0.1498
29 C 5.838 0.350 1.772  -0.2090
30 C 5.904 -0.916 2.632  -0.0937
31 C 4.024 2.556 3.224  -0.2116
32 C 4.450 3.945 2.741  -0.0941
33 C 3.756 -2.476 -2.446  -0.1400
34 C 2.695 -2.824 -3.216  -0.1361
35 C 2.634 -3.865 -4.290  -0.2055
36 C 1.988 -5.166 -3.804  -0.0894
37 C 5.163 -2.978 -2.537  -0.2075
38 C 6.050 -2.076 -3.399  -0.1008
39 N -0.810 -0.172 -2.123  0.0503
40 C -2.048 -1.541 -5.383  -0.2015
41 C -1.116 -1.067 -6.503  -0.0966
42 H -5.153 4.538 0.261  0.0666
43 H -4.245 3.708 1.542  0.0706
44 H -4.541 2.893 0.015  0.0425
45 H -2.819 5.409 0.313  0.0965
46 H -3.093 4.533 -1.175  0.1029
47 H -0.401 4.462 3.106  0.1043
48 H -1.716 5.294 2.312  0.0977
49 H 1.210 5.456 1.414  0.0597
50 H 0.377 6.699 2.364  0.0610
51 H -0.130 6.345 0.703  0.0699
52 H -3.008 2.372 -1.962  0.0900
53 H -3.412 0.951 -5.444  0.0983
54 H -3.500 2.100 -4.134  0.1014
55 H -5.064 -0.533 -4.113  0.0766
56 H -5.723 0.987 -4.741  0.0648
57 H -5.292 0.843 -3.037  0.0409
58 H 0.160 -2.639 -4.203  0.0940
59 H 5.060 -1.141 -0.446  0.0920
60 H 1.424 3.176 2.504  0.0956
61 H 6.342 1.172 2.291  0.0969
62 H 6.399 0.186 0.848  0.1009
63 H 5.378 -0.764 3.577  0.0697
64 H 6.936 -1.200 2.855  0.0609
65 H 5.418 -1.748 2.121  0.0719
66 H 4.839 2.106 3.799  0.0995
67 H 3.186 2.663 3.921  0.1015
68 H 5.321 3.868 2.086  0.0714
69 H 4.701 4.604 3.576  0.0623
70 H 3.649 4.409 2.163  0.0609
71 H 3.643 -4.074 -4.659  0.0958
72 H 2.072 -3.478 -5.147  0.1002
73 H 2.573 -5.600 -2.991  0.0762
74 H 1.916 -5.901 -4.611  0.0608
75 H 0.989 -4.984 -3.408  0.0639
76 H 5.169 -3.994 -2.943  0.0991
77 H 5.592 -3.051 -1.534  0.1011
78 H 5.656 -2.013 -4.416  0.0692
79 H 7.078 -2.449 -3.449  0.0591
80 H 6.069 -1.063 -2.994  0.0695
81 H -3.088 -1.417 -5.701  0.0991
82 H -1.909 -2.614 -5.221  0.1071
83 H -1.292 -0.013 -6.725  0.0678
84 H -1.266 -1.642 -7.421  0.0609
85 H -0.073 -1.166 -6.199  0.0662
86 O -0.877 -2.572 7.058  0.0839
87 C 0.134 -1.746 6.887  -0.5310
88 O 0.725 -1.238 7.822  0.0430
89 C 0.510 -1.432 5.486  -0.0651
90 C 1.471 -0.498 5.163  -0.0168
91 N 1.533 -0.453 3.825  0.0294
92 N 0.685 -1.305 3.240  0.0581
93 C 0.061 -1.921 4.229  -0.1423
94 C -0.986 -2.958 3.907  -0.5821
95 O -1.586 -3.470 4.898  -0.0098
96 O -1.187 -3.219 2.709  -0.0251
97 H -1.285 -2.837 6.145  0.0267
98 H 2.077 0.123 5.801  0.1281
99 H 2.094 0.155 3.238  0.1210
100 O -0.041 -4.355 -0.766  -0.1041
101 H -0.085 -3.606 -1.375  -0.0207
102 H -0.891 -4.315 -0.307  -0.0415
103 C -4.949 -0.392 -1.005  -0.0597
104 N -4.548 -0.968 0.254  -0.0624
105 C -3.883 -2.146 0.411  -0.7407
106 Se -3.424 -3.318 -0.925  0.6433
107 N -3.615 -2.280 1.727  0.1317
108 C -4.062 -1.165 2.418  -0.1626
109 C -3.990 -0.816 3.757  0.0117
110 C -4.550 0.403 4.116  -0.0912
111 C -5.166 1.233 3.177  -0.1023
112 C -5.242 0.876 1.837  -0.0233
113 C -4.671 -0.334 1.480  -0.1525
114 H -4.589 -1.043 -1.799  0.0274
115 H -4.485 0.589 -1.118  0.0703
116 H -6.037 -0.305 -1.061  0.1009
117 H -2.862 -2.890 2.090  0.1151
118 H -3.508 -1.465 4.476  0.1130
119 H -4.498 0.719 5.150  0.0972
120 H -5.583 2.180 3.497  0.0940
121 H -5.705 1.523 1.104  0.0927

As for the spin multiplicity: 1. As for the HOMO-LUMO gap: 5.3423 eV. Its net charge is -2.

---

We find 2 to be the most stable, with the next structure 98.0 kcal/mol higher.